[1]
The following is a DFT calculation (ωB97M-V/def2-TZVPD) of C49H53IIrN4O4Se as an isolated structure.

The geometry in ORCA input format:
```
! RIJCOSX wB97M-V def2-TZVPD def2/J DEFGRID3
* xyz 1 5
Ir 0.582 0.553 0.761
C 2.366 -5.375 2.122
C 1.667 -4.538 1.073
C 1.040 -5.377 -0.023
O 0.656 -3.758 1.700
C 0.783 -2.395 1.378
C 2.166 -2.266 0.703
O 2.601 -3.602 0.537
C 2.249 -1.548 -0.681
O 1.760 -0.215 -0.598
C 3.705 -1.412 -1.134
C 3.933 -0.719 -2.322
C 5.218 -0.514 -2.790
C 6.303 -1.008 -2.075
C 6.085 -1.705 -0.900
C 4.792 -1.908 -0.428
C 1.438 -2.272 -1.756
C 0.202 -1.779 -2.162
C -0.548 -2.425 -3.137
C -0.055 -3.575 -3.734
C 1.195 -4.053 -3.366
C 1.937 -3.407 -2.388
C 0.557 -1.624 2.713
O 0.754 -0.212 2.532
C -0.900 -1.744 3.171
C -1.280 -0.979 4.273
C -2.597 -0.960 4.702
C -3.557 -1.715 4.038
C -3.184 -2.489 2.951
C -1.863 -2.504 2.516
C 1.530 -2.091 3.784
C 1.222 -3.183 4.589
C 2.123 -3.627 5.544
C 3.343 -2.985 5.704
C 3.652 -1.890 4.912
C 2.748 -1.442 3.958
H 1.647 -6.033 2.611
H 2.822 -4.725 2.867
H 3.137 -5.985 1.653
H 0.385 -6.123 0.427
H 1.812 -5.888 -0.597
H 0.455 -4.751 -0.696
H -0.007 -2.100 0.665
H 2.854 -1.741 1.374
H 3.086 -0.341 -2.884
H 5.377 0.026 -3.715
H 7.310 -0.853 -2.439
H 6.923 -2.101 -0.341
H 4.652 -2.477 0.481
H -0.124 -0.829 -1.752
H -1.503 -2.019 -3.453
H -0.629 -4.082 -4.498
H 1.598 -4.935 -3.847
H 2.913 -3.782 -2.110
H -0.532 -0.394 4.793
H -2.873 -0.365 5.563
H -4.585 -1.709 4.377
H -3.920 -3.100 2.443
H -1.591 -3.149 1.691
H 0.272 -3.688 4.465
H 1.871 -4.477 6.166
H 4.046 -3.330 6.451
H 4.595 -1.374 5.040
H 2.984 -0.568 3.364
I -5.625 1.029 2.032
C -3.866 0.496 1.116
C -3.703 -0.270 -0.017
N -2.385 -0.324 -0.261
N -1.683 0.370 0.651
C -2.573 0.860 1.503
H -4.419 -0.770 -0.648
H -1.904 -0.855 -0.973
H -2.247 1.437 2.353
C -1.056 6.479 -0.718
C -1.651 6.487 0.686
C -2.880 5.597 0.878
C -2.606 4.105 1.021
N -2.195 3.448 -0.222
C -0.962 3.045 -0.564
Se 0.550 3.066 0.567
N -1.000 2.521 -1.804
C 0.150 2.048 -2.589
C 0.971 3.151 -3.247
C 0.326 3.860 -4.439
C -0.655 4.973 -4.086
C -2.318 2.523 -2.247
C -2.904 2.047 -3.414
C -4.275 2.185 -3.522
C -5.038 2.782 -2.507
C -4.453 3.266 -1.353
C -3.075 3.122 -1.246
H -0.308 7.265 -0.822
H -1.828 6.656 -1.471
H -0.564 5.538 -0.962
H -1.945 7.510 0.931
H -0.887 6.213 1.421
H -3.595 5.766 0.067
H -3.389 5.892 1.799
H -3.506 3.587 1.360
H -1.818 3.928 1.753
H -0.253 1.368 -3.341
H 0.790 1.457 -1.937
H 1.889 2.660 -3.581
H 1.280 3.874 -2.486
H -0.155 3.115 -5.083
H 1.126 4.294 -5.042
H -1.527 4.615 -3.537
H -1.022 5.462 -4.989
H -0.166 5.733 -3.475
H -2.322 1.599 -4.208
H -4.773 1.831 -4.414
H -6.108 2.870 -2.634
H -5.041 3.725 -0.570
*
```

The expectation value of S² is 6.015. The energy above the lowest of the compared OMol25 structures with the same formula, charge and spin is 4.35 kcal per mole. The orbital gap (spin up / spin down) comes out at 8.23 / 6.79 eV. The calculation puts the LUMO energy (spin up / spin down) at -2.31 / -4.15 eV.

Results of the Löwdin charge analysis, in e, for atoms 1 through 8: Ir 1.288; C 0.033; C -0.542; C 0.027; O -0.011; C -0.198; C -0.165; O -0.007

[2]
The following is a DFT calculation (ωB97M-V/def2-TZVPD) of C25H48BEuF4N4SbSi3 as an isolated structure.

The geometry in ORCA input format:
```
! RIJCOSX wB97M-V def2-TZVPD def2/J DEFGRID3
* xyz 0 8
Eu 0.762 -0.071 1.025
C 4.090 2.131 -2.387
Sb 2.337 0.932 -1.997
C 1.635 1.870 -0.232
C 2.471 2.203 0.962
C 3.645 2.975 0.942
C 4.281 3.313 2.116
C 3.765 2.863 3.327
C 2.622 2.095 3.291
N 1.989 1.786 2.156
Si 0.616 3.300 -0.765
C 1.482 4.641 -1.770
C -0.846 2.758 -1.834
C -0.048 4.214 0.758
C 3.466 -1.081 -1.882
C 2.800 -2.217 -1.102
C 3.259 -3.538 -1.238
C 2.709 -4.564 -0.501
C 1.691 -4.286 0.403
C 1.283 -2.976 0.488
N 1.797 -1.979 -0.248
Si 3.349 -1.565 -3.741
C 1.620 -2.168 -4.106
C 4.520 -2.945 -4.276
C 3.731 -0.145 -4.900
Si 5.247 -0.875 -1.226
C 6.405 -0.054 -2.448
C 5.266 0.034 0.411
C 6.108 -2.507 -0.856
H 3.732 3.157 -2.343
H 4.487 1.943 -3.381
H 4.877 2.006 -1.647
H 4.026 3.314 -0.010
H 5.173 3.925 2.091
H 4.236 3.098 4.270
H 2.185 1.692 4.199
H 1.672 4.332 -2.799
H 2.433 4.937 -1.323
H 0.848 5.531 -1.808
H -0.599 2.746 -2.896
H -1.697 3.430 -1.710
H -1.171 1.745 -1.577
H 0.254 5.261 0.730
H 0.329 3.795 1.691
H -1.138 4.199 0.795
H 4.076 -3.754 -1.900
H 3.088 -5.571 -0.615
H 1.245 -5.036 1.038
H 0.496 -2.724 1.201
H 1.451 -3.155 -3.672
H 1.460 -2.245 -5.182
H 0.867 -1.483 -3.708
H 4.113 -3.936 -4.085
H 5.505 -2.888 -3.818
H 4.666 -2.861 -5.355
H 2.999 0.660 -4.870
H 3.719 -0.556 -5.912
H 4.720 0.274 -4.733
H 6.099 0.925 -2.816
H 6.562 -0.711 -3.305
H 7.375 0.066 -1.962
H 4.257 0.134 0.819
H 5.685 1.038 0.356
H 5.854 -0.527 1.138
H 6.319 -3.118 -1.732
H 5.591 -3.122 -0.120
H 7.068 -2.220 -0.418
N -1.493 1.346 1.367
C -2.696 0.724 1.934
C -3.336 -0.268 0.976
C -2.543 -1.531 0.669
N -1.385 -1.277 -0.211
H -1.108 2.022 2.021
H -1.732 1.884 0.538
H -3.450 1.471 2.210
H -2.400 0.207 2.848
H -3.592 0.236 0.035
H -4.291 -0.577 1.406
H -3.222 -2.269 0.229
H -2.165 -1.958 1.603
H -1.694 -0.778 -1.043
H -1.019 -2.162 -0.553
F 2.098 -1.123 2.692
B 1.057 -1.381 3.632
F -0.144 -0.874 2.983
F 1.264 -0.682 4.793
F 0.914 -2.735 3.825
*
```

The expectation value of S² is 15.760. The orbital gap (spin up / spin down) comes out at 6.40 / 7.62 eV. The calculation puts the LUMO energy (spin up / spin down) at 0.33 / 0.33 eV.

Results of the Löwdin charge analysis, in e, for atoms 1 through 8: Eu 1.539; C -0.315; Sb 1.379; C -0.691; C -0.467; C -0.055; C -0.060; C -0.059

What did we get for electronic energy? Answer: -142103.0361 -93721.1341 eV, in the order shown.